{"formula": "C16H18F7IN2O2SbTi", "method": "ωB97M-V/def2-TZVPD", "species": ["Ti", "N", "C", "C", "N", "H", "H", "H", "H", "H", "H", "H", "H", "F", "C", "C", "C", "C", "C", "C", "C", "H", "H", "H", "H", "H", "H", "F", "Sb", "F", "F", "F", "F", "F", "I", "C", "C", "C", "C", "C", "C", "C", "O", "O", "H", "H", "H", "H"], "positions_angstrom": [[-1.120, -0.466, -1.389], [-0.617, 1.360, -2.523], [-1.564, 2.439, -2.270], [-1.839, 2.461, -0.765], [-2.307, 1.133, -0.375], [0.340, 1.613, -2.219], [-0.591, 1.108, -3.510], [-2.499, 2.231, -2.805], [-1.188, 3.419, -2.593], [-2.568, 3.249, -0.526], [-0.904, 2.675, -0.230], [-3.254, 0.962, -0.722], [-2.317, 1.032, 0.638], [3.803, -0.736, 1.928], [2.873, -1.413, 1.219], [1.781, -1.967, 1.880], [0.843, -2.663, 1.156], [0.984, -2.852, -0.254], [0.118, -3.676, -0.952], [2.097, -2.223, -0.890], [3.026, -1.524, -0.159], [1.699, -1.834, 2.949], [-0.013, -3.098, 1.654], [-0.695, -4.175, -0.449], [0.296, -3.912, -1.990], [2.215, -2.313, -1.962], [3.888, -1.069, -0.624], [-0.142, -1.290, -2.596], [-2.716, -2.952, -2.525], [-4.019, -2.004, -1.401], [-2.479, -0.325, -2.548], [-1.788, -1.545, -0.177], [-4.188, -2.858, -3.879], [-3.495, -4.570, -1.653], [1.252, 3.531, 5.716], [1.161, 2.682, 3.797], [2.209, 2.936, 2.880], [2.274, 2.258, 1.703], [1.213, 1.368, 1.343], [0.265, 0.986, 2.354], [0.206, 1.675, 3.525], [1.004, 0.983, -0.032], [1.633, 1.522, -0.979], [0.120, 0.051, -0.233], [2.954, 3.678, 3.118], [3.065, 2.441, 0.994], [-0.456, 0.215, 2.123], [-0.558, 1.457, 4.256]], "forces_ev_per_angstrom": [[-0.25, 1.20, -0.39], [0.58, 0.21, -0.26], [-0.30, 0.44, 0.30], [0.03, 0.56, -0.37], [-0.49, -0.07, 0.13], [-0.30, -0.08, -0.21], [-0.03, 0.01, 0.25], [0.23, 0.02, 0.07], [-0.08, -0.20, 0.02], [0.20, -0.13, 0.01], [-0.27, -0.01, -0.06], [0.16, 0.03, 0.17], [-0.03, -0.09, -0.20], [-0.16, -0.06, -0.07], [-0.20, -0.17, -0.20], [0.27, 0.26, 0.03], [0.06, -0.11, -0.44], [0.74, 0.26, 0.55], [-0.20, -0.42, -0.20], [-0.24, -0.32, 0.23], [0.23, 0.09, 0.26], [-0.05, -0.03, 0.09], [-0.02, -0.03, 0.01], [-0.09, -0.10, 0.08], [0.03, 0.03, -0.07], [-0.03, -0.02, 0.03], [0.03, 0.08, -0.08], [0.76, -0.64, -0.80], [-4.92, -0.96, 0.44], [0.93, -0.57, -0.56], [-1.35, -0.18, -1.15], [-0.64, -1.10, 0.62], [1.71, -0.25, 0.83], [1.07, 1.05, -0.89], [-0.06, -0.40, -0.90], [0.05, 0.97, 1.63], [0.91, -0.09, -1.39], [0.74, 1.30, 0.92], [-0.28, -0.61, -1.20], [-0.89, 0.15, 1.44], [-0.78, -1.25, -0.83], [1.67, 1.23, -0.40], [-0.30, -0.35, 1.11], [1.38, 0.53, 1.32], [0.15, 0.00, 0.05], [0.05, 0.01, -0.04], [0.02, -0.10, 0.07], [-0.04, -0.09, 0.04]], "homo_energy_ev": [-6.4, -9.8], "gap_ev": [6.2, 6.0], "s_squared": 3.805, "de_lowest_ev": 0.951, "spin_multiplicity": 4, "energy_ha": -2967.12840, "largest_force_ev_per_a": 5.0}

=====

{"formula": "C38H79N5O9", "method": "ωB97M-V/def2-TZVPD", "species": ["C", "C", "O", "H", "H", "H", "H", "H", "H", "C", "C", "O", "H", "H", "H", "H", "H", "H", "C", "C", "O", "H", "H", "H", "H", "H", "H", "C", "C", "O", "H", "H", "H", "H", "H", "H", "C", "C", "O", "H", "H", "H", "H", "H", "H", "C", "C", "O", "H", "H", "H", "H", "H", "H", "C", "C", "O", "H", "H", "H", "H", "H", "H", "C", "C", "O", "H", "H", "H", "H", "H", "H", "C", "C", "O", "H", "H", "H", "H", "H", "H", "N", "C", "C", "C", "C", "H", "H", "H", "H", "H", "N", "C", "C", "C", "C", "H", "H", "H", "H", "H", "N", "C", "C", "C", "C", "H", "H", "H", "H", "H", "N", "C", "C", "C", "C", "H", "H", "H", "H", "H", "N", "C", "C", "C", "C", "H", "H", "H", "H", "H"], "positions_angstrom": [[2.742, -2.384, 2.931], [1.391, -2.277, 2.294], [0.647, -3.490, 2.178], [2.692, -2.613, 3.945], [3.234, -1.368, 2.915], [3.369, -3.001, 2.293], [1.409, -2.000, 1.247], [0.742, -1.522, 2.848], [0.454, -3.903, 3.055], [-2.990, -3.756, 3.477], [-2.032, -3.397, 4.603], [-0.770, -4.125, 4.480], [-3.909, -3.118, 3.467], [-3.336, -4.841, 3.550], [-2.554, -3.578, 2.500], [-2.534, -3.451, 5.558], [-1.622, -2.348, 4.483], [-0.890, -5.060, 4.467], [-5.801, -0.669, 2.467], [-4.663, -0.461, 1.476], [-4.050, 0.823, 1.515], [-6.677, -0.104, 2.261], [-5.471, -0.374, 3.451], [-6.139, -1.683, 2.524], [-5.151, -0.582, 0.478], [-3.890, -1.282, 1.664], [-4.522, 1.448, 0.939], [0.323, 0.835, -4.081], [-1.157, 1.111, -3.889], [-1.683, 1.102, -2.539], [0.583, 0.899, -5.091], [0.479, -0.135, -3.549], [0.804, 1.677, -3.523], [-1.813, 0.474, -4.583], [-1.332, 2.123, -4.218], [-1.119, 0.574, -1.997], [3.813, 1.390, -4.793], [3.535, 0.442, -3.638], [4.697, 0.630, -2.728], [4.628, 1.194, -5.497], [3.948, 2.383, -4.347], [2.915, 1.554, -5.374], [3.536, -0.585, -3.867], [2.674, 0.677, -3.034], [4.691, 1.646, -2.866], [-2.499, -5.761, -2.177], [-2.915, -4.428, -2.781], [-1.713, -3.576, -2.796], [-1.857, -5.612, -1.303], [-1.788, -6.341, -2.799], [-3.340, -6.416, -1.959], [-3.723, -4.045, -2.203], [-3.257, -4.629, -3.823], [-1.826, -2.651, -3.072], [6.043, -1.873, -0.327], [5.490, -0.723, 0.472], [4.246, -0.167, -0.020], [5.241, -2.677, -0.433], [6.934, -2.281, 0.166], [6.197, -1.630, -1.402], [6.221, 0.105, 0.555], [5.323, -1.072, 1.499], [4.479, 0.162, -0.895], [3.504, 5.041, -2.583], [2.477, 4.198, -1.855], [3.022, 2.913, -1.592], [3.022, 5.804, -3.140], [4.044, 4.420, -3.323], [4.214, 5.518, -1.902], [1.639, 4.012, -2.517], [2.116, 4.672, -0.930], [3.137, 2.853, -0.636], [3.587, 1.642, 3.436], [2.684, 1.902, 2.254], [3.411, 2.171, 1.008], [4.323, 0.807, 3.388], [2.994, 1.314, 4.315], [4.120, 2.499, 3.727], [1.970, 2.735, 2.449], [2.092, 1.005, 2.080], [3.806, 1.370, 0.677], [-1.144, 4.498, 1.685], [-1.595, 4.214, 0.425], [-1.492, 5.324, -0.314], [-0.900, 6.335, 0.493], [-0.744, 5.771, 1.716], [-1.207, 4.036, 2.512], [-1.909, 3.187, 0.065], [-1.890, 5.494, -1.357], [-0.474, 7.224, 0.083], [-0.337, 6.104, 2.667], [1.196, -3.969, -2.249], [1.747, -3.642, -3.503], [3.120, -3.673, -3.403], [3.433, -4.045, -2.050], [2.214, -4.236, -1.404], [0.184, -4.154, -2.022], [1.130, -3.311, -4.330], [3.786, -3.479, -4.234], [4.421, -4.102, -1.661], [2.130, -4.396, -0.352], [0.996, -0.058, -0.637], [0.356, -1.251, -0.886], [-0.889, -1.201, -0.342], [-0.982, 0.006, 0.409], [0.187, 0.676, 0.173], [1.947, 0.132, -0.757], [0.694, -2.072, -1.524], [-1.581, -2.006, -0.571], [-1.927, 0.344, 0.798], [0.495, 1.628, 0.577], [-2.027, 1.406, 3.451], [-0.697, 1.434, 3.592], [-0.374, 2.027, 4.768], [-1.642, 2.211, 5.451], [-2.645, 1.830, 4.590], [-2.517, 0.985, 2.621], [-0.040, 1.019, 2.865], [0.643, 2.191, 5.172], [-1.798, 2.626, 6.414], [-3.749, 1.870, 4.681], [-4.834, 1.195, -1.794], [-5.873, 0.248, -1.844], [-6.954, 0.783, -1.210], [-6.515, 1.938, -0.504], [-5.252, 2.207, -0.936], [-3.905, 1.079, -2.220], [-5.797, -0.534, -2.502], [-7.907, 0.287, -1.057], [-7.083, 2.578, 0.150], [-4.616, 3.105, -0.703]], "forces_ev_per_angstrom": [[0.77, 1.98, -2.04], [-2.10, 0.50, 0.37], [0.30, -0.91, 0.79], [0.02, -1.05, 1.64], [-0.53, -0.73, -0.15], [0.21, -0.49, 0.47], [0.51, 0.64, -0.01], [0.76, -0.60, -0.57], [0.09, 0.87, -0.75], [-1.16, -0.58, 0.02], [1.46, 1.27, -1.57], [-0.58, 0.96, 0.72], [0.60, -0.46, 0.44], [0.48, 1.33, -0.10], [0.41, -0.23, -0.12], [0.28, -0.44, 0.53], [-0.95, -0.95, 0.15], [-0.51, -1.04, 0.12], [0.88, 0.48, 0.55], [-0.73, -1.21, -0.95], [0.12, -0.19, 0.48], [-0.65, 0.82, -0.49], [0.14, 0.03, 0.56], [0.13, -0.84, -0.13], [0.88, -0.22, 0.45], [-0.70, 1.33, -0.46], [-0.04, -0.42, 0.13], [-1.24, 0.27, 3.61], [-1.73, 0.09, -1.12], [-0.09, 0.32, -1.64], [0.45, -0.36, -1.47], [0.71, 0.57, -0.80], [0.16, -0.90, -0.34], [0.84, 0.43, 1.08], [-0.22, 0.43, -0.27], [0.61, -0.78, 0.89], [-1.22, 0.57, 0.00], [2.15, 0.63, 0.82], [-0.87, 2.50, -1.02], [-0.02, -0.41, 0.56], [0.29, 0.00, -0.10], [-0.32, -0.22, -0.41], [-0.14, -1.29, -0.58], [-0.47, 0.33, -0.33], [0.78, -2.23, 1.42], [1.48, -0.34, -0.22], [1.49, -0.60, -1.29], [-0.66, -0.55, 0.21], [-0.64, 0.20, 0.41], [-0.62, 0.40, -0.31], [-0.07, 0.18, 0.14], [-0.50, 0.85, 0.44], [0.14, 0.47, 0.59], [-0.56, -0.60, 0.10], [-1.54, -1.10, -1.27], [0.11, 0.67, 0.70], [0.75, -0.72, 0.49], [1.04, 0.84, 0.66], [-0.16, 0.08, -0.35], [0.46, 0.21, 0.76], [-0.18, -0.34, -0.14], [-0.27, 0.16, -0.19], [-0.16, 0.21, -0.96], [0.52, -0.45, 0.19], [0.26, -0.27, -0.33], [0.05, -0.05, 0.12], [-0.50, 0.93, -0.50], [-0.14, 0.21, 0.46], [0.05, -0.22, -0.10], [-0.46, 0.26, -0.08], [0.03, -0.08, -0.28], [0.10, -0.35, 0.38], [-0.27, -1.54, 0.92], [0.37, -0.46, -1.06], [-1.08, 1.65, 1.57], [-0.47, 0.51, -0.81], [-0.10, 0.42, -0.41], [0.76, 1.26, 0.33], [0.71, -0.40, -0.25], [-0.24, -0.10, 0.00], [0.36, -1.27, -0.02], [-0.12, 0.74, -2.41], [-1.14, -3.23, -0.21], [-0.42, 1.61, -2.34], [0.03, -0.16, -0.66], [1.10, 1.27, 1.24], [-0.35, -2.36, 2.33], [0.30, 1.42, 0.91], [0.85, -0.53, 1.32], [-0.19, 0.66, 0.30], [-0.02, 0.37, -0.43], [-0.78, -0.51, -0.94], [-0.46, 0.06, 0.69], [-0.68, -0.20, 0.47], [-1.40, 0.18, -0.95], [2.07, 0.39, 0.09], [1.56, 0.56, -0.75], [-0.04, -0.34, 0.19], [0.03, 0.05, 0.25], [0.27, -0.25, 0.38], [-0.63, -0.30, 0.36], [-1.54, -0.95, 0.61], [0.11, -0.40, -1.24], [0.14, -0.51, -0.04], [-0.66, -0.44, -1.06], [-0.18, 0.86, 0.81], [1.57, 0.21, -0.27], [0.47, 0.92, 0.38], [-0.21, 0.32, 0.56], [0.24, 0.35, 0.39], [0.10, 0.05, -0.26], [-1.77, -1.52, -1.73], [1.12, 0.38, -0.44], [-0.26, -0.05, 1.78], [0.52, 0.25, -0.76], [-0.29, 0.36, 0.28], [0.46, 0.81, 1.32], [0.14, -0.11, -0.55], [-0.92, -0.13, -0.33], [-0.03, 0.29, 0.67], [1.07, -0.07, -0.12], [-0.78, -0.51, 0.78], [0.74, 3.18, -0.11], [-0.25, -0.93, 1.48], [-0.36, 0.37, -0.63], [1.75, 0.85, -0.33], [-0.50, 0.23, 0.51], [0.15, -1.88, -1.24], [0.18, 0.11, -0.21], [-0.09, -0.05, -0.03], [-0.63, -1.25, -0.37]], "homo_energy_ev": -8.0, "gap_ev": 8.4, "energy_ha": -2446.06072, "largest_force_ev_per_a": 3.8}